Molecular formula: C25H32F2GeHfO2PS
Method: DFT, the ωB97M-V functional and the def2-TZVPD basis

Calculated values
Electronic energy (Eh): -4186.2415
E_HOMO (eV): -9.0408
Total charge: +1
ΔE to the lowest compared entry with this formula, charge and spin (eV): 0.000
M (g mol⁻¹): 716.67

Cartesian coordinates (Å):
C -0.7628 -3.6359 -4.4306
H 4.4785 2.6359 -0.7745
H 1.7307 -0.2032 5.4289
C -3.4575 -0.6197 0.7511
C -5.3494 -0.9376 -1.2739
H 0.0668 3.6894 1.0854
H 6.4189 -0.5173 1.0402
C -1.9747 2.0096 -1.4591
H -6.0635 -1.0874 -2.0707
C -0.9932 0.9905 -1.5554
H 2.7768 2.7279 -0.2560
H 3.3121 -0.9833 -0.7518
C -4.8229 -0.6649 1.0629
H -0.1750 4.6618 -2.6845
H -2.4487 4.0693 -1.7768
H -0.5537 -5.1035 -2.8506
H 4.8180 0.3870 3.1904
H -5.1239 -0.5601 2.0982
S -0.1792 -0.3699 4.0435
H -1.8285 -1.9475 4.6428
C 0.5531 2.6359 -2.4917
C -0.4148 3.6438 -2.3997
O 0.7850 -0.2478 2.6663
H 1.3681 -1.9193 5.0157
H 3.0451 0.4297 3.1869
C -0.9067 -2.2634 -4.6937
C 0.2919 1.3204 -2.0467
C -1.1024 -1.8713 3.8238
Ge 4.1888 0.7104 0.8014
C -1.0041 -1.7775 -2.3145
C -3.0363 -0.7540 -0.5881
F 1.1951 2.4333 2.2458
H -0.7582 -3.4982 -1.0163
H 3.9861 1.9270 3.0823
H -1.1252 -0.2764 -3.9133
C 2.7660 -0.3884 0.0163
F -0.6940 1.8364 1.3260
H -2.7278 -0.4462 1.5289
Hf 1.2616 0.5309 0.7740
H -6.8397 -0.8608 0.2846
C -0.8295 -3.1420 -2.0403
H 6.6523 1.2450 0.8897
H 1.0844 0.5666 -2.1371
H 1.5582 2.8606 -2.8356
H -1.6028 -1.8486 2.8587
C -5.7868 -0.8170 0.0516
H -0.4026 -2.7149 3.8466
C -1.0084 -1.3272 -3.6633
C -0.7163 -4.0589 -3.0969
C -1.6797 3.3118 -1.8852
H 6.3193 0.2601 -0.5471
C 6.0922 0.3812 0.5103
C 3.9408 0.8885 2.7699
H -2.9430 1.8246 -1.0176
C 0.4106 2.6505 1.0710
H -0.9026 -1.9139 -5.7227
H 0.3448 -1.0137 6.2090
H -0.6812 -4.3419 -5.2471
P -1.3179 -0.6525 -0.9824
C -3.9983 -0.9007 -1.6050
O -0.3289 -0.8663 0.2622
C 3.8038 2.5315 0.0865
H 4.0490 3.3023 0.8242
H -3.7080 -0.9868 -2.6429
C 0.9498 -0.9440 5.2958

Atomic forces in eV per Å
C -0.1 0.8 0.8
H -0.2 0.2 0.1
H 0.0 0.1 0.0
C -0.6 0.0 -0.7
C 0.0 0.0 0.2
H 0.1 -0.2 0.1
H 0.0 0.1 -0.1
C 1.0 0.2 -0.4
H -0.1 0.1 0.0
C -0.1 1.5 -0.5
H 0.3 -0.2 0.1
H -0.6 0.1 0.6
C 0.1 0.1 -0.4
H -0.1 -0.1 -0.1
H 0.1 0.0 -0.1
H -0.1 0.1 -0.1
H -0.2 -0.1 0.2
H -0.1 0.0 -0.1
S 2.6 0.8 -3.7
H 0.2 0.1 -0.2
C -0.1 -0.3 0.6
C -0.1 -1.0 0.3
O -2.3 -1.2 4.4
H -0.1 0.3 0.0
H 0.1 0.0 -0.1
C 0.2 -0.2 0.1
C -0.5 0.5 -0.4
C 0.2 -0.6 -0.1
Ge -0.6 0.9 0.2
C 0.2 -0.3 -1.0
C -1.0 -0.1 0.8
F 0.2 0.2 0.6
H -0.1 0.1 -0.1
H 0.0 0.2 0.0
H 0.0 -0.1 0.1
C 2.3 -1.2 -1.8
F -1.6 -0.2 0.6
H 0.1 0.0 0.0
Hf -2.4 -0.3 0.8
H 0.0 0.0 0.1
C 0.0 0.0 -0.7
H -0.2 -0.2 0.0
H -0.3 0.2 0.0
H -0.2 0.0 -0.1
H 0.0 0.2 0.0
C 1.2 -0.1 -0.1
H -0.2 0.2 0.0
C -0.2 -0.8 0.5
C 0.1 0.3 0.1
C 0.3 -0.4 0.1
H 0.0 0.0 0.0
C -0.1 -0.2 0.0
C 0.5 -0.1 0.0
H 0.0 -0.2 -0.1
C 1.0 0.6 -1.2
H -0.1 -0.1 0.2
H 0.2 -0.1 -0.1
H 0.0 0.0 0.1
P 2.3 0.0 1.7
C 0.0 0.0 0.7
O -1.8 0.5 -2.2
C 0.5 0.4 0.1
H 0.1 0.0 -0.1
H 0.1 -0.1 0.0
C -0.1 -0.3 0.1

Molecular formula: C4H4NO3
Method: DFT, the ωB97M-V functional and the def2-TZVPD basis

Calculated values
SMILES string: CN([O-])C(=O)C=C=O
Electronic energy (Eh): -435.2732
E_HOMO (eV): -3.0571
Total charge: -1
ΔE to the lowest compared entry with this formula, charge and spin (eV): 2.458
M (g mol⁻¹): 114.08

Cartesian coordinates (Å):
O 0.2978 1.7451 -0.7559
N 0.0767 0.4433 -0.3313
C -0.2575 0.1367 -2.5691
H -0.8732 -0.2036 1.3784
H 0.5094 1.0315 1.4961
C 0.1206 0.0942 1.0628
O 0.2427 2.3954 -3.3334
C 0.0944 1.3450 -2.7815
C -0.2208 -0.4435 -1.2606
H -0.6542 -0.6035 -3.2721
O -0.5438 -1.6071 -0.9633
H 0.8341 -0.7371 1.3305

Atomic forces in eV per Å
O 0.1 -0.9 -0.4
N 0.7 0.6 0.0
C -1.1 -4.5 -0.4
H -0.2 0.1 0.5
H -0.5 -0.5 0.4
C 1.1 0.5 -0.1
O 0.1 -1.5 0.2
C 0.5 5.6 -0.1
C -0.6 -0.1 1.1
H 0.4 0.8 -0.4
O 0.1 -0.7 -0.3
H -0.6 0.7 -0.6

Molecular formula: C3H8NO5P2
Method: DFT, the ωB97M-V functional and the def2-TZVPD basis

Calculated values
Electronic energy (Eh): -1233.0016
E_HOMO (eV): -5.6211
Total charge: -1
ΔE to the lowest compared entry with this formula, charge and spin (eV): 0.294
M (g mol⁻¹): 200.05

Cartesian coordinates (Å):
O -2.8086 -0.1659 -0.3277
H 0.7605 1.8330 0.6641
O -1.7399 -2.5398 -0.7905
P -1.6305 -1.2563 -0.1207
P -1.6661 1.3248 -0.0844
H 2.3622 1.0408 1.0595
C 1.5620 1.1509 0.2955
O -1.6327 1.5617 1.3712
H -0.1955 0.3359 -1.6907
C -0.3813 0.0806 -0.6369
H 2.1946 1.3856 -0.6410
C 1.5884 -1.0945 -0.2259
H 1.0155 -1.9393 -0.5174
N 0.7436 -0.0153 0.2345
O -1.2716 -1.3629 1.4433
H -1.3785 -0.5713 1.8572
H 2.4171 -1.2073 0.5313
O -1.8880 2.2917 -1.1875
H 1.9488 -0.8525 -1.2339

Atomic forces in eV per Å
O 1.4 0.1 0.9
H 1.5 0.9 -0.5
O -0.1 -1.0 -0.2
P 0.1 3.2 -0.7
P -0.4 -1.5 -2.0
H -0.7 0.0 0.0
C 0.0 1.0 0.6
O -0.1 0.2 0.4
H 0.1 -0.6 0.0
C -1.5 0.1 1.4
H -1.5 0.1 0.7
C 0.8 0.5 0.2
H -0.5 -1.4 0.9
N 1.7 -1.3 -0.8
O -0.3 -4.5 -2.5
H -0.4 4.1 2.0
H -0.8 -0.5 -1.1
O -0.4 -0.1 0.8
H 0.9 0.5 -0.1

Molecular formula: C42H62NO6Si4Te2W
Method: DFT, the ωB97M-V functional and the def2-TZVPD basis

Calculated values
Electronic energy (Eh): -3904.8441
E_HOMO (spin up / spin down) (eV): -7.4355 / -7.3734
Total charge: 0
M (g mol⁻¹): 1228.34
Multiplicity: 2

Cartesian coordinates (Å):
H -7.2988 -3.3827 3.2844
C -0.9142 -1.4694 3.4425
H 2.4923 6.6978 0.9013
C -1.5891 0.7603 6.4178
C -4.8317 2.6765 -0.9325
C -1.8490 -5.3924 1.1912
H -4.0747 -0.3178 2.9727
H -1.9521 -3.6683 -1.9871
H -5.8053 -0.1889 2.7323
C 2.0381 3.2247 -1.7162
C 0.4491 1.5911 -2.8249
H -4.9856 -6.1027 0.9465
C 1.7731 -0.2324 -0.0807
H -6.6498 3.6295 -0.3720
H -7.7364 3.2357 -2.5481
C -3.1656 3.0513 3.8879
H 3.0790 3.1438 -2.0351
H -0.9766 -4.7480 1.2140
C -6.8105 -3.2883 2.3206
H 2.3836 2.4086 0.2773
H 2.3898 0.6072 -3.3064
H 0.8682 0.8052 2.3066
C -0.9139 4.4431 1.3761
C -6.7292 2.8867 -2.3804
Si -5.0241 -2.5822 2.4743
H 3.3139 5.9010 2.2442
H -5.6312 -1.1902 -3.6634
C 0.9389 -0.8243 -2.6092
H -6.8837 0.2138 -1.3524
H -2.5002 3.9076 3.7783
C 1.0758 2.9954 -2.8974
O 0.4899 -0.2588 0.1944
H -4.5230 -3.5579 4.7733
C -4.7497 1.7764 -3.1887
N -1.9648 2.2405 -0.7646
Si -5.7185 -2.0446 -1.2818
C -1.3832 0.7228 7.9024
C -2.4234 1.8689 4.4371
H -6.7324 -4.1559 -2.2347
H -4.4528 -6.8668 -0.5332
H -0.2372 6.4306 1.0391
C -7.0705 -3.3989 -1.5379
H -4.2096 1.2748 -3.9768
O 0.4478 2.1255 -0.2874
H -1.5724 -5.3831 -1.9995
H 2.5621 3.7954 2.8841
H 0.0192 1.3582 -3.8320
H 2.0880 7.1330 2.5570
C 2.2018 0.7712 -1.1620
H -3.9694 3.3368 4.5632
C -4.9618 -1.7444 -3.0144
H -2.5859 2.6517 6.4111
H -0.3459 0.4945 8.1448
H -2.1918 4.6795 -0.3207
Si -3.1318 -4.7383 -0.0900
H -2.5445 5.7788 1.0149
H -5.4782 -5.4439 -0.5917
H -2.0099 -0.0526 8.3433
H -3.1081 -4.8208 -2.6200
O -2.0522 0.7745 -2.4477
H -4.3669 2.8027 0.0424
C 2.3614 6.3036 1.9076
H -7.3567 -0.6648 0.0885
O 1.4669 -1.7867 -3.1193
H 0.2819 3.7571 -2.8948
C -0.5885 3.1785 1.8530
C 1.0823 1.6312 2.9938
H 0.0284 -1.2649 2.9298
H -6.5149 2.0572 -4.3394
C 1.5844 3.9914 2.4630
W -0.6066 0.8315 -1.0294
O 2.5909 -0.8660 0.5482
H -7.9714 -2.9604 -1.9536
H -2.2751 -5.4102 2.1875
Si -3.8931 -2.4486 0.3893
Te -2.3352 -0.7615 -0.2197
C 1.7784 2.1659 -0.6271
H -5.1827 -0.7494 4.2659
C -4.2101 -3.7776 3.7583
O -0.2169 -0.8332 -2.0119
H -1.5041 -6.3976 0.9658
C 0.0333 5.4599 1.4343
Te -1.7658 1.4725 1.2812
H -1.6707 -1.7420 2.6992
H 3.2932 0.7129 -1.2253
H -0.7508 -2.3222 4.0944
H -3.0148 4.0743 1.1273
C -5.0340 -0.7929 3.1935
C 0.6616 2.9559 2.4300
H 1.6387 3.1198 -3.8354
C -2.2264 1.8267 5.8116
H 0.5593 1.4276 3.9307
H -1.6469 1.6760 8.3554
H -0.6914 -1.1457 6.0728
H -4.0480 -1.1624 -2.9108
C -6.0330 2.2155 -3.3848
C -1.1779 -0.2957 5.6170
C -6.1121 3.1092 -1.1526
H -4.4865 -4.8033 3.5453
C -1.3649 -0.2801 4.2434
H -3.5983 2.8044 2.9180
H -7.4353 -2.6718 1.6892
H 1.8881 4.2128 -1.2756
C -6.5271 -0.4538 -0.5747
C -2.2441 4.7609 0.7689
C 1.5710 0.5676 -2.5656
C 1.3053 5.2420 1.9368
C -4.6571 -5.9095 -0.0655
H -4.6981 -2.6687 -3.5154
C -4.0954 2.0223 -1.9554
H -7.3388 -3.8915 -0.6146
H 2.1544 1.6281 3.1901
H -3.1310 -3.7108 3.7301
C -2.3682 -4.6638 -1.8451
H -5.7777 0.0895 -0.0023
H -6.7686 -4.2734 1.8762
C -2.7233 1.7384 -1.7569
C -1.9620 0.8291 3.6296

Atomic forces in eV per Å
H 0.1 0.1 0.3
C 0.0 0.1 -0.1
H 0.0 0.1 -0.1
C 0.0 0.1 0.1
C 1.2 -0.5 -0.2
C -0.6 0.5 -0.6
H 0.0 0.0 0.1
H 0.2 0.1 -0.1
H -0.3 0.1 -0.2
C -0.4 -0.2 0.4
C 0.6 -0.2 -0.8
H -0.1 0.0 0.4
C 1.3 -0.1 0.4
H 0.0 0.0 0.1
H -0.1 0.0 -0.1
C 0.0 0.1 -0.1
H 0.0 0.0 0.1
H 0.2 0.2 0.0
C 0.9 0.5 -0.5
H -0.4 -0.1 -0.4
H -0.4 0.1 0.2
H 0.0 0.1 0.1
C -0.3 0.1 0.0
C 0.5 -0.1 0.1
Si -0.3 0.4 1.6
H 0.1 0.0 0.0
H -0.3 0.1 -0.1
C 1.6 -0.3 -1.3
H -0.1 0.1 -0.2
H 0.0 0.1 -0.1
C -0.4 0.1 0.4
O 1.0 -0.8 1.1
H -0.2 0.2 0.1
C 1.0 0.0 0.8
N -1.6 0.0 -2.7
Si 0.0 0.1 0.0
C 0.0 0.0 0.0
C -0.1 0.0 -0.4
H 0.2 -0.2 -0.2
H 0.2 -0.1 -0.1
H 0.0 0.1 0.0
C 0.7 0.5 0.3
H 0.1 0.0 -0.1
O 1.7 2.0 0.4
H 0.2 -0.2 0.1
H 0.1 0.0 0.0
H -0.2 0.0 1.1
H 0.0 0.1 0.0
C 0.5 0.3 0.6
H -0.1 0.0 0.0
C 0.1 0.1 0.9
H -0.1 0.1 0.1
H 0.0 0.0 0.1
H -0.1 0.0 0.1
Si 0.5 -0.3 0.0
H 0.0 0.0 0.1
H -0.3 0.1 -0.2
H 0.0 0.0 0.1
H -0.3 0.0 -0.1
O -3.2 2.7 -0.8
H 0.0 0.1 -0.2
C 0.0 0.0 0.0
H -0.2 -0.2 0.2
O -0.4 0.3 0.2
H 0.2 -0.2 0.0
C 0.2 0.3 -0.1
C 0.0 -0.2 0.0
H 0.0 0.0 -0.2
H 0.0 -0.1 -0.1
C -0.1 0.1 0.0
W 3.2 1.9 -3.2
O -0.2 0.0 -0.1
H -0.2 0.3 -0.1
H -0.1 0.0 0.2
Si -2.2 -2.7 -0.7
Te -3.7 -4.4 1.6
C 2.5 0.6 -0.4
H 0.0 -0.2 0.3
C -0.1 0.6 -0.9
O -0.7 -1.1 -1.1
H -0.1 -0.2 -0.2
C 0.0 -0.1 0.0
Te -2.4 1.2 6.6
H 0.2 0.0 0.0
H -0.3 0.0 0.0
H 0.0 -0.2 0.1
H 0.1 0.2 -0.1
C 0.2 -0.7 -0.5
C 0.1 -0.4 0.2
H -0.3 -0.2 0.1
C 0.0 -0.3 0.1
H 0.1 0.0 0.0
H 0.0 0.0 0.1
H 0.0 -0.2 0.1
H 0.2 0.1 -0.1
C -0.8 0.2 -0.1
C -0.2 0.1 -0.1
C -0.7 0.1 -0.2
H -0.1 -0.3 -0.1
C -0.1 -0.1 -0.4
H -0.1 0.2 0.1
H -0.2 0.2 -0.2
H 0.1 0.0 0.0
C 0.5 -0.5 -0.3
C -0.2 0.1 -0.2
C 0.3 -0.7 -0.3
C 0.0 -0.1 0.0
C 0.6 0.8 0.1
H 0.0 -0.3 0.0
C -2.3 0.9 -0.6
H -0.1 -0.1 0.3
H 0.0 0.0 0.0
H 0.4 0.0 0.0
C -0.3 0.2 0.8
H 0.1 0.1 0.1
H 0.0 -0.4 -0.2
C 2.7 -1.4 -0.1
C 1.0 0.4 -0.7

Which formula does entry 4 have? C42H62NO6Si4Te2W

Number 3 is which compound? C3H8NO5P2

electronic energy of number 3 (C3H8NO5P2)? -1233.0016 Eh